1.
Formula: C37H68ClN11O24P2S
Source: the OMol25 dataset
Level of theory: wB97M-V/def2-TZVPD

Values from the calculation:
LUMO = -0.1 eV
SMILES = Cc1ccccc1C[C@]1(C[SH](=O)=O)NC(=O)[C@@](Cc2ccccc2C)(CC(C)C)[C@@]1(P(C)C)P(O)Cl.C[N+](=O)[O-].C[N+](=O)[O-].C[N+](=O)[O-].C[N+](=O)[O-].C[N+](=O)[O-].C[N+](=O)[O-].C[N+](=O)[O-].C[N+](=O)[O-].C[N+](=O)[O-].C[N+](=O)[O-]
frontier orbital gap = 7.71 eV
M = 1180.472 g/mol

The geometry in ORCA input format:
```
! RIJCOSX wB97M-V def2-TZVPD def2/J DEFGRID3
* xyz 0 1
C 5.754 -1.527 1.050
C 5.253 -2.513 0.010
C 6.147 -3.513 -0.335
C 5.865 -4.480 -1.272
C 4.639 -4.428 -1.897
C 3.748 -3.454 -1.549
C 3.989 -2.473 -0.596
C 2.977 -1.381 -0.266
C 1.581 -1.858 0.317
C 1.419 -3.354 0.693
S 2.524 -4.094 1.903
O 2.204 -5.499 1.865
O 2.384 -3.556 3.230
N 0.738 -1.812 -0.931
C 0.086 -0.604 -1.115
O -0.682 -0.462 -2.049
C 0.411 0.378 0.077
C 1.506 1.431 -0.284
C 1.801 1.615 -1.789
C 0.815 1.980 -2.697
C 1.051 2.154 -4.029
C 2.316 1.973 -4.551
C 3.323 1.658 -3.672
C 3.091 1.485 -2.322
C 4.341 1.176 -1.499
C -0.935 1.182 0.209
C -1.350 1.884 1.521
C -0.398 2.937 2.146
C -2.661 2.672 1.180
C 0.756 -0.771 1.127
P 1.609 0.130 2.555
C 3.209 -0.616 3.091
C 0.585 0.268 4.073
P -0.896 -1.401 1.821
O -1.619 -2.349 0.656
Cl -0.508 -2.756 3.338
H 5.408 -0.504 0.857
H 6.846 -1.484 0.978
H 5.474 -1.777 2.076
H 7.125 -3.528 0.143
H 6.620 -5.231 -1.476
H 4.422 -5.180 -2.650
H 2.784 -3.449 -2.061
H 2.766 -0.869 -1.206
H 3.466 -0.628 0.353
H 1.610 -3.911 -0.230
H 0.408 -3.638 0.989
H 3.828 -3.984 1.517
H 1.144 -2.243 -1.750
H 2.480 1.233 0.161
H 1.248 2.438 0.058
H -0.212 2.142 -2.381
H 0.252 2.431 -4.714
H 2.469 2.115 -5.616
H 4.325 1.538 -4.080
H 5.158 1.736 -1.965
H 4.291 1.531 -0.470
H 4.634 0.121 -1.531
H -0.940 1.940 -0.582
H -1.759 0.502 -0.054
H -1.659 1.213 2.327
H 0.669 2.706 2.104
H -0.555 3.894 1.625
H -0.695 3.103 3.194
H -3.126 3.033 2.102
H -3.351 1.993 0.667
H -2.376 3.487 0.508
H 3.100 -0.960 4.128
H 3.985 0.154 3.089
H 3.498 -1.463 2.479
H 0.984 1.084 4.676
H 0.744 -0.639 4.679
H -0.492 0.356 3.942
H -2.400 -1.845 0.384
C 0.179 3.910 6.786
N -0.350 2.628 6.250
O -1.077 2.676 5.279
O -0.017 1.609 6.823
H -0.202 4.721 6.176
H -0.163 4.000 7.813
H 1.263 3.860 6.737
C -2.798 -4.046 -1.433
N -2.903 -5.165 -2.405
O -3.976 -5.710 -2.535
O -1.888 -5.457 -3.011
H -3.770 -3.897 -0.973
H -2.057 -4.324 -0.692
H -2.489 -3.164 -1.983
C -2.119 -5.978 3.491
N -3.187 -5.828 4.516
O -3.971 -4.910 4.382
O -3.198 -6.637 5.419
H -2.233 -5.191 2.755
H -1.162 -5.897 3.999
H -2.239 -6.957 3.035
C -2.468 -0.508 -5.302
N -3.602 -0.263 -4.373
O -4.331 0.681 -4.601
O -3.732 -1.024 -3.441
H -2.488 0.251 -6.077
H -1.555 -0.448 -4.715
H -2.601 -1.501 -5.724
C -5.448 3.570 -3.098
N -5.361 4.056 -1.694
O -4.545 3.524 -0.968
O -6.104 4.958 -1.367
H -4.726 2.771 -3.228
H -6.459 3.208 -3.260
H -5.222 4.410 -3.751
C -0.450 -6.216 -6.029
N 0.537 -5.375 -6.760
O 0.107 -4.561 -7.553
O 1.709 -5.560 -6.508
H -1.447 -5.940 -6.352
H -0.238 -7.254 -6.269
H -0.321 -6.024 -4.968
C -5.771 6.603 1.438
N -4.759 7.122 2.398
O -5.159 7.751 3.356
O -3.596 6.877 2.153
H -6.756 6.896 1.782
H -5.555 7.036 0.467
H -5.674 5.522 1.411
C -1.342 -1.313 8.666
N -1.242 -0.828 10.069
O -0.435 -1.367 10.796
O -1.981 0.080 10.388
H -0.630 -2.118 8.525
H -2.358 -1.664 8.511
H -1.114 -0.474 8.014
C -5.553 3.045 -6.906
N -4.159 3.508 -6.670
O -3.999 4.646 -6.277
O -3.278 2.706 -6.885
H -6.232 3.858 -6.673
H -5.630 2.761 -7.951
H -5.725 2.192 -6.254
C 5.807 5.886 -0.882
N 5.797 4.417 -1.121
O 5.475 3.698 -0.197
O 6.113 4.041 -2.230
H 5.505 6.071 0.142
H 6.818 6.238 -1.061
H 5.107 6.334 -1.582
*
```

Results of the Löwdin charge analysis, in e, for atoms 1 through 5:
1 C -0.04
2 C -0.24
3 C -0.06
4 C -0.07
5 C -0.07



2.
Formula: C37H69AgN2O11
Source: the OMol25 dataset
Level of theory: wB97M-V/def2-TZVPD

Values from the calculation:
LUMO (spin up / spin down) = -2.3 / -5.7 eV
energy relative to the best compared isomer or geometry (same formula, charge and spin) = 0.000 eV
frontier orbital gap (spin up / spin down) = 7.34 / 3.91 eV
M = 825.830 g/mol

The geometry in ORCA input format:
```
! RIJCOSX wB97M-V def2-TZVPD def2/J DEFGRID3
* xyz 1 2
Ag 7.148 3.519 3.872
C 8.223 6.011 7.215
C 7.624 4.647 7.314
C 6.600 4.683 8.431
O 7.222 4.154 6.062
H 8.647 6.427 8.129
H 7.562 6.865 7.071
H 8.911 6.154 6.382
H 8.356 3.974 7.760
H 7.111 4.840 9.381
H 6.247 3.708 8.764
H 5.708 5.297 8.310
C 3.932 4.041 13.640
C 4.545 3.802 12.281
C 4.049 2.448 11.589
C 2.523 2.509 11.243
C 2.272 3.671 10.244
C 2.970 5.070 10.647
N 4.331 4.796 11.204
O 5.072 5.996 11.373
C 3.073 5.753 9.288
C 2.054 5.973 11.624
C 6.190 3.789 12.420
H 2.993 3.493 13.726
H 3.871 5.070 13.992
H 4.614 3.592 14.362
H 4.633 2.063 10.753
H 4.365 1.587 12.178
H 1.835 2.671 12.073
H 2.318 1.598 10.681
H 1.185 3.730 10.296
H 2.613 3.346 9.261
H 3.613 5.140 8.566
H 2.066 6.072 9.020
H 3.622 6.680 9.450
H 2.038 5.431 12.570
H 2.495 6.939 11.869
H 0.995 5.961 11.369
H 6.616 3.239 13.259
H 6.685 4.731 12.653
H 6.589 3.356 11.503
H 5.897 5.666 11.011
C 10.325 -1.162 9.916
C 8.762 -1.490 9.668
C 7.854 -0.699 10.781
C 6.426 -0.365 10.356
C 6.458 0.294 8.934
C 7.081 -0.617 7.884
N 8.392 -1.031 8.319
O 9.280 -1.304 7.360
C 6.126 -1.874 7.433
C 7.161 0.362 6.599
C 8.392 -2.967 9.867
H 10.416 -0.106 9.662
H 11.047 -1.799 9.406
H 10.583 -1.228 10.973
H 8.018 -1.173 11.749
H 8.328 0.280 10.853
H 6.082 0.358 11.095
H 5.836 -1.280 10.300
H 6.991 1.240 9.028
H 5.560 0.686 8.458
H 5.680 -2.458 8.238
H 5.306 -1.400 6.894
H 6.762 -2.521 6.828
H 7.888 1.153 6.784
H 7.672 -0.198 5.816
H 6.212 0.794 6.283
H 8.750 -3.736 9.182
H 7.305 -3.018 9.809
H 8.594 -3.255 10.899
H 9.692 -0.488 7.065
O 5.710 5.582 3.538
C 5.722 6.498 4.304
O 4.870 6.703 5.316
C 5.074 7.880 6.069
C 6.022 8.647 5.185
C 6.778 7.613 4.299
H 5.684 7.548 6.909
H 4.217 8.447 6.432
H 6.709 9.206 5.820
H 5.671 9.506 4.613
H 7.739 7.249 4.664
H 6.989 7.998 3.302
O 4.966 2.987 4.243
C 3.783 3.109 4.651
O 2.814 2.816 3.942
C 1.608 2.520 4.655
C 1.800 3.129 6.063
C 3.317 3.367 6.062
H 1.433 1.446 4.720
H 0.728 2.984 4.210
H 1.513 2.434 6.852
H 1.374 4.117 6.238
H 4.073 2.734 6.527
H 3.629 4.300 6.532
O 12.062 0.521 6.712
C 11.713 1.716 6.624
O 12.418 2.670 7.285
C 11.758 3.968 7.160
C 11.112 3.820 5.896
C 10.575 2.350 5.864
H 12.566 4.693 7.062
H 11.081 4.248 7.968
H 11.849 4.066 5.132
H 10.346 4.588 5.790
H 10.460 1.862 4.896
H 9.743 2.165 6.543
O 12.852 7.015 7.740
C 11.958 7.875 7.874
O 10.772 7.690 7.297
C 9.929 8.823 7.476
C 10.930 9.890 7.693
C 12.088 9.227 8.444
H 9.451 8.685 8.446
H 9.180 8.824 6.684
H 10.449 10.732 8.192
H 11.287 10.330 6.762
H 11.826 9.191 9.502
H 13.109 9.576 8.288
*
```

Results of the Löwdin charge analysis, in e, for atoms 1 through 5:
1 Ag 0.76
2 C -0.09
3 C -0.61
4 C -0.07
5 O -0.34



3.
Formula: C37H69ClN2O3S
Source: the OMol25 dataset
Level of theory: wB97M-V/def2-TZVPD

Values from the calculation:
LUMO = -8.2 eV
frontier orbital gap = 4.96 eV
M = 657.490 g/mol

The geometry in ORCA input format:
```
! RIJCOSX wB97M-V def2-TZVPD def2/J DEFGRID3
* xyz 2 1
O 7.966 -0.194 -5.180
C 7.772 0.607 -4.356
Cl 7.894 0.285 -2.647
C 7.296 2.024 -4.668
N 5.833 1.956 -4.841
C 5.348 1.391 -5.960
C 3.987 1.266 -6.147
C 3.109 1.731 -5.171
C 1.652 1.548 -5.374
C 0.997 1.980 -6.519
C -0.356 1.748 -6.649
N -1.047 1.106 -5.690
C -2.477 0.816 -5.821
S -2.724 -0.949 -6.289
O -3.649 -1.005 -7.366
O -2.981 -1.619 -5.056
C -0.434 0.694 -4.561
C 0.918 0.906 -4.383
C 3.636 2.326 -4.033
C 5.002 2.431 -3.896
H 7.546 2.694 -3.856
H 7.771 2.396 -5.568
H 6.026 1.028 -6.715
H 3.612 0.804 -7.044
H 1.528 2.493 -7.304
H -0.916 2.062 -7.515
H -2.961 0.919 -4.857
H -2.970 1.455 -6.545
H -1.501 -1.374 -6.726
H -1.014 0.177 -3.810
H 1.391 0.569 -3.476
H 2.989 2.698 -3.255
H 5.473 2.889 -3.042
C -4.183 0.794 1.349
C -3.108 -0.278 1.193
C -1.828 0.238 0.537
C -1.999 0.761 -0.888
C -2.579 -0.248 -1.878
C -1.703 -1.481 -2.072
H -4.512 1.184 0.384
H -5.060 0.387 1.851
H -3.814 1.630 1.947
H -3.511 -1.124 0.629
H -2.852 -0.667 2.180
H -1.078 -0.559 0.549
H -1.415 1.045 1.150
H -1.018 1.097 -1.254
H -2.634 1.652 -0.876
H -2.708 0.256 -2.847
H -3.579 -0.557 -1.571
H -0.698 -1.200 -2.418
H -2.138 -2.151 -2.811
H -1.587 -2.044 -1.147
C 1.308 3.896 5.382
C 1.545 4.797 4.174
C 0.321 5.620 3.779
C -0.898 4.796 3.361
C -0.654 3.835 2.199
C -0.261 4.537 0.901
H 0.532 3.154 5.187
H 2.220 3.355 5.639
H 1.009 4.482 6.252
H 1.885 4.191 3.327
H 2.363 5.484 4.403
H 0.598 6.302 2.969
H 0.033 6.257 4.620
H -1.707 5.482 3.091
H -1.264 4.224 4.217
H -1.572 3.266 2.023
H 0.114 3.103 2.466
H -1.034 5.243 0.591
H -0.129 3.809 0.096
H 0.677 5.084 1.007
C 3.899 -0.869 10.017
C 4.133 0.029 8.805
C 2.909 0.858 8.418
C 1.682 0.042 8.005
C 1.909 -0.915 6.836
C 2.300 -0.205 5.544
H 3.118 -1.607 9.829
H 4.809 -1.413 10.273
H 3.607 -0.278 10.887
H 4.464 -0.578 7.957
H 4.955 0.713 9.028
H 3.185 1.539 7.606
H 2.631 1.496 9.262
H 0.877 0.737 7.743
H 1.317 -0.528 8.863
H 0.986 -1.476 6.666
H 2.671 -1.655 7.093
H 1.529 0.511 5.250
H 2.421 -0.924 4.731
H 3.244 0.333 5.649
C -3.990 -4.822 -4.216
C -4.543 -4.733 -2.797
C -3.589 -5.282 -1.737
C -3.255 -6.768 -1.877
C -4.464 -7.702 -1.858
C -5.249 -7.652 -0.550
H -3.814 -5.854 -4.520
H -4.693 -4.386 -4.928
H -3.048 -4.274 -4.296
H -5.505 -5.249 -2.745
H -4.749 -3.683 -2.565
H -4.016 -5.096 -0.747
H -2.653 -4.712 -1.772
H -2.577 -7.048 -1.065
H -2.696 -6.932 -2.803
H -4.111 -8.724 -2.017
H -5.130 -7.477 -2.695
H -4.612 -7.915 0.296
H -6.081 -8.356 -0.574
H -5.667 -6.661 -0.366
*
```

Results of the Löwdin charge analysis, in e, for atoms 1 through 5:
1 O 0.13
2 C -0.81
3 Cl 0.77
4 C -0.07
5 N -0.02